7 unconnected molecules or ions with the total composition C30H69N3O4, computed with ωB97M-V with the def2-TZVPD basis set.

XYZ file:
```
106
Properties=species:S:1:pos:R:3
C 0.73352 -11.51329 -9.78038
C 1.84463 -10.45124 -9.92888
N 2.86213 -10.78451 -10.88893
C 2.42533 -10.73094 -12.26298
C 1.91498 -9.38810 -12.67199
C 3.60080 -12.02872 -10.55739
C 5.00770 -12.05937 -11.18311
H 0.05458 -11.55579 -10.63973
H 0.10428 -11.39422 -8.89289
H 1.16252 -12.51570 -9.67650
H 1.40760 -9.51821 -10.26338
H 2.32001 -10.35643 -8.95042
H 3.26811 -10.98785 -12.89391
H 1.63359 -11.48486 -12.45785
H 2.65283 -8.60544 -12.48715
H 1.60552 -9.37321 -13.71861
H 1.02311 -9.08758 -12.11244
H 3.02525 -12.91436 -10.88238
H 3.75361 -11.97207 -9.47660
H 5.51948 -12.97568 -10.89395
H 5.54356 -11.17591 -10.83177
H 4.99731 -12.00881 -12.27001
C -3.85438 -13.41232 -2.13018
C -3.65876 -11.97602 -1.68220
N -2.25854 -11.54756 -1.79641
C -2.09465 -10.12269 -1.70166
C -0.77377 -9.61062 -2.26717
C -1.30245 -12.32222 -1.02488
C -0.18257 -13.00337 -1.87085
H -3.28505 -14.12948 -1.52730
H -3.51961 -13.54203 -3.15601
H -4.91324 -13.65669 -2.02065
H -4.18488 -11.37909 -2.43703
H -4.08023 -11.73628 -0.69287
H -2.93611 -9.68909 -2.24420
H -2.16966 -9.74784 -0.65576
H 0.09782 -10.07295 -1.79742
H -0.66748 -9.80053 -3.33830
H -0.69203 -8.53726 -2.07378
H -1.74768 -13.07090 -0.35480
H -0.77699 -11.66520 -0.30494
H 0.63453 -12.30546 -2.04474
H -0.55723 -13.43716 -2.79673
H 0.25622 -13.84316 -1.31458
C -1.08651 -14.88841 -8.68694
C -0.94846 -15.38308 -7.24778
N -2.24174 -15.56139 -6.60618
C -2.05954 -16.44191 -5.44527
C -2.02954 -17.91881 -5.82906
C -2.69744 -14.24245 -6.13280
C -4.11355 -14.23635 -5.62332
H -0.16544 -14.81227 -9.26480
H -1.55683 -13.90618 -8.70399
H -1.68488 -15.63124 -9.22433
H -0.34538 -16.29031 -7.19410
H -0.37117 -14.64991 -6.63902
H -1.07451 -16.20948 -4.98513
H -2.79575 -16.28753 -4.66265
H -1.75471 -18.52795 -4.95566
H -3.02690 -18.29759 -6.08460
H -1.34546 -18.15103 -6.63916
H -2.62232 -13.50966 -6.93991
H -2.00593 -13.89341 -5.33877
H -4.14430 -14.61703 -4.59594
H -4.76092 -14.90544 -6.18744
H -4.46626 -13.21006 -5.57306
C -2.60040 -21.20919 -2.73546
C -1.53188 -21.40848 -1.66846
O -1.33532 -20.59605 -0.82837
C -0.72361 -22.66418 -1.70942
H -3.55524 -21.63486 -2.41054
H -2.28894 -21.67019 -3.67046
H -2.79487 -20.14062 -2.82574
H -0.14375 -22.80994 -2.62435
H -1.37677 -23.55221 -1.69494
H -0.08456 -22.73138 -0.83302
C -6.95428 -19.78555 -6.79642
C -7.76643 -20.46546 -5.76797
O -8.47161 -21.40474 -6.06471
C -7.66737 -20.02298 -4.31546
H -6.00301 -19.45937 -6.35720
H -7.42100 -18.85259 -7.12866
H -6.77254 -20.43314 -7.64910
H -8.63111 -20.28835 -3.87820
H -7.37784 -18.98830 -4.16566
H -6.97775 -20.68563 -3.77799
C -6.35922 -17.01857 -2.83454
C -7.03511 -15.77244 -3.39587
O -7.13950 -14.76076 -2.72383
C -7.43691 -15.80019 -4.84267
H -5.69694 -16.72074 -2.01975
H -5.67433 -17.50822 -3.53221
H -7.11153 -17.70892 -2.45337
H -6.64792 -16.18579 -5.48268
H -7.72842 -14.78484 -5.08825
H -8.27003 -16.50922 -4.95765
C -8.16629 -17.80830 -10.36468
C -7.26105 -17.13510 -9.38218
O -7.66958 -16.71365 -8.32216
C -5.79632 -17.09838 -9.73963
H -7.79946 -18.83717 -10.47353
H -8.06186 -17.32478 -11.33422
H -9.18022 -17.85196 -9.99023
H -5.34625 -18.02543 -9.37945
H -5.30538 -16.25027 -9.28464
H -5.68417 -17.02118 -10.82390
```

Output
HOMO energy, eV: -8.0800
Structure (SMILES): CCN(CC)CC.CCN(CC)CC.CCN(CC)CC.CC(C)=O.CC(C)=O.CC(C)=O.CC(C)=O
E_LUMO, eV: 0.38
Maximum force, eV Å⁻¹: 2.07
ΔE to the lowest compared entry with this formula, charge and spin, eV: 0.292
Frontier orbital gap, eV: 8.5